1.
{
  "formula": "C13H45N10O12",
  "method": "ωB97M-V with the def2-TZVPD basis set",
  "symbols": ["O", "C", "O", "O", "H", "C", "O", "N", "N", "H", "H", "H", "H", "C", "O", "N", "N", "H", "H", "H", "H", "C", "O", "N", "N", "H", "H", "H", "H", "C", "O", "N", "N", "H", "H", "H", "H", "C", "C", "C", "O", "C", "N", "H", "H", "H", "H", "H", "H", "H", "H", "H", "H", "H", "C", "C", "C", "O", "C", "N", "H", "H", "H", "H", "H", "H", "H", "H", "H", "H", "H", "O", "H", "H", "O", "H", "H", "O", "H", "H"],
  "xyz": [[1.810, -0.384, -0.010], [1.029, -1.474, 0.138], [0.279, -1.513, 1.097], [1.152, -2.479, -0.676], [1.267, -0.186, 0.756], [1.903, -8.219, 1.210], [2.125, -9.219, 1.968], [0.769, -7.694, 1.078], [2.810, -7.481, 0.635], [0.721, -6.780, 0.652], [-0.069, -8.010, 1.547], [3.806, -7.602, 0.750], [2.330, -6.729, 0.161], [-5.619, -4.203, 2.092], [-5.780, -3.185, 1.443], [-4.514, -4.558, 2.615], [-6.544, -4.973, 2.685], [-4.539, -5.427, 3.129], [-3.623, -4.087, 2.545], [-7.519, -4.716, 2.642], [-6.230, -5.764, 3.229], [-2.553, -2.771, -5.821], [-3.519, -2.771, -6.549], [-1.425, -2.285, -6.248], [-2.459, -3.420, -4.708], [-1.424, -1.959, -7.204], [-0.635, -2.358, -5.623], [-3.241, -3.858, -4.244], [-1.624, -3.378, -4.141], [6.707, -3.231, -3.127], [7.834, -3.615, -3.399], [5.592, -3.812, -3.447], [6.337, -2.189, -2.411], [4.736, -3.439, -3.061], [5.736, -4.712, -3.882], [5.407, -2.068, -2.035], [7.083, -1.590, -2.090], [-7.838, 5.327, 7.142], [-6.569, 5.532, 7.939], [-5.274, 5.226, 7.195], [-5.484, 3.940, 6.741], [-4.425, 3.489, 5.937], [-6.639, 6.891, 8.451], [-8.029, 6.169, 6.477], [-8.743, 5.033, 7.674], [-7.696, 4.544, 6.397], [-6.640, 4.955, 8.861], [-4.473, 5.341, 7.926], [-5.256, 5.963, 6.393], [-4.523, 2.513, 5.462], [-3.382, 3.580, 6.240], [-4.471, 4.119, 5.049], [-6.288, 7.498, 7.724], [-7.579, 7.239, 8.582], [2.678, 6.022, -6.188], [2.457, 4.577, -6.481], [3.709, 3.886, -6.971], [3.297, 2.610, -7.072], [4.096, 1.900, -7.906], [2.017, 3.969, -5.229], [1.814, 6.687, -6.169], [3.310, 6.253, -7.045], [3.284, 6.113, -5.287], [1.722, 4.415, -7.269], [4.572, 3.955, -6.309], [3.858, 4.268, -7.981], [3.825, 2.035, -8.953], [4.044, 0.867, -7.561], [5.162, 2.086, -7.771], [2.475, 4.306, -4.394], [2.333, 3.010, -5.211], [3.083, -1.022, 5.876], [3.575, -1.426, 5.160], [2.483, -1.706, 6.171], [4.348, 5.118, 2.134], [3.884, 4.367, 2.505], [5.274, 4.884, 2.199], [5.923, -3.842, 2.879], [6.619, -4.497, 2.841], [5.349, -4.058, 2.144]],
  "lowdin_charge": [0.054, -0.907, -0.034, -0.159, 0.051, -0.769, -0.047, 0.163, 0.165, 0.121, 0.133, 0.125, 0.108, -0.767, 0.043, 0.151, 0.129, 0.103, 0.136, 0.110, 0.093, -0.816, 0.019, 0.156, 0.172, 0.121, 0.111, 0.123, 0.115, -0.782, 0.022, 0.148, 0.145, 0.115, 0.121, 0.114, 0.114, -0.072, -0.444, -0.220, -0.177, -0.110, 0.011, 0.077, 0.080, 0.069, 0.133, 0.136, 0.131, 0.091, 0.090, 0.083, 0.059, 0.064, -0.068, -0.452, -0.267, -0.184, -0.135, 0.045, 0.082, 0.071, 0.082, 0.143, 0.145, 0.127, 0.097, 0.097, 0.090, 0.066, 0.062, -0.057, 0.029, 0.027, -0.057, 0.031, 0.025, -0.054, 0.025, 0.028],
  "charge": -1,
  "gap_ev": 6.71,
  "e_lumo_ha": 0.07030
}

---

2.
{
  "formula": "C13H46F2HgNO14S2",
  "method": "ωB97M-V with the def2-TZVPD basis set",
  "symbols": ["Hg", "N", "S", "O", "O", "F", "S", "O", "O", "F", "C", "O", "H", "H", "H", "H", "C", "O", "H", "H", "H", "H", "C", "O", "H", "H", "H", "H", "C", "O", "H", "H", "H", "H", "C", "O", "H", "H", "H", "H", "O", "H", "H", "C", "C", "O", "H", "H", "H", "H", "H", "H", "C", "C", "O", "H", "H", "H", "H", "H", "H", "C", "C", "O", "H", "H", "H", "H", "H", "H", "C", "C", "O", "H", "H", "H", "H", "H", "H"],
  "xyz": [[9.148, -2.510, 9.441], [10.212, -1.237, 10.906], [11.016, -1.376, 12.173], [10.294, -1.387, 13.424], [12.403, -0.975, 12.133], [11.204, -2.957, 12.007], [10.087, 0.432, 11.235], [11.185, 1.349, 11.165], [9.042, 0.755, 12.196], [9.355, 0.784, 9.847], [12.470, 1.172, 7.539], [11.948, 0.236, 6.603], [13.529, 0.913, 7.510], [12.256, 2.182, 7.188], [11.998, 0.967, 8.499], [12.343, 0.343, 5.735], [6.725, -1.527, 13.012], [6.559, -2.861, 13.390], [7.777, -1.241, 13.036], [6.192, -1.367, 12.074], [6.136, -0.995, 13.759], [5.613, -3.023, 13.393], [8.321, 3.652, 9.030], [7.155, 2.879, 9.051], [9.116, 3.007, 8.655], [8.143, 4.482, 8.346], [8.553, 4.045, 10.020], [7.129, 2.485, 8.176], [13.258, -1.898, 8.786], [13.012, -3.159, 8.213], [12.318, -1.347, 8.833], [13.655, -2.059, 9.789], [14.020, -1.347, 8.236], [13.792, -3.498, 7.768], [9.034, -3.519, 15.496], [9.507, -4.256, 16.604], [8.140, -4.005, 15.103], [8.971, -2.443, 15.658], [9.778, -3.723, 14.726], [8.857, -4.121, 17.298], [7.535, 2.156, 14.056], [7.809, 1.654, 13.288], [8.175, 1.931, 14.731], [11.415, 0.614, 15.846], [9.912, 0.224, 16.098], [9.063, 1.301, 16.165], [11.469, 1.284, 14.987], [11.942, -0.271, 15.490], [11.849, 1.109, 16.715], [9.918, -0.366, 17.015], [9.530, -0.339, 15.246], [8.667, 1.233, 17.037], [13.553, 3.470, 11.117], [14.018, 4.807, 11.620], [12.962, 5.729, 11.453], [13.124, 3.538, 10.117], [12.780, 3.019, 11.739], [14.314, 2.693, 11.037], [14.921, 5.157, 11.121], [14.221, 4.693, 12.685], [13.307, 6.621, 11.536], [12.800, -3.018, 15.460], [12.996, -4.454, 15.205], [14.299, -4.731, 14.785], [13.546, -2.563, 16.111], [11.853, -2.768, 15.939], [12.820, -2.534, 14.484], [12.237, -4.841, 14.525], [12.867, -5.068, 16.096], [14.450, -5.679, 14.788], [15.735, 0.021, 11.014], [16.689, -0.509, 9.906], [16.203, -0.084, 8.658], [15.851, 1.101, 10.924], [16.047, -0.134, 12.046], [14.684, -0.257, 10.932], [16.628, -1.597, 9.871], [17.728, -0.194, 10.009], [16.188, -0.830, 8.054]],
  "lowdin_charge": [1.354, -0.412, 0.359, -0.234, -0.197, -0.203, 0.556, -0.182, -0.239, -0.201, -0.138, -0.152, 0.078, 0.087, 0.055, 0.080, -0.144, -0.112, 0.050, 0.086, 0.100, 0.090, -0.161, -0.109, 0.064, 0.086, 0.094, 0.076, -0.154, -0.109, 0.051, 0.079, 0.071, 0.087, -0.153, -0.092, 0.080, 0.067, 0.065, 0.083, -0.034, -0.023, -0.015, -0.033, -0.311, -0.050, 0.072, 0.048, 0.080, 0.120, 0.075, 0.115, -0.086, -0.322, -0.066, 0.075, 0.055, 0.056, 0.115, 0.110, 0.085, -0.078, -0.339, -0.025, 0.095, 0.070, 0.063, 0.117, 0.128, 0.096, -0.063, -0.299, -0.097, 0.055, 0.077, 0.044, 0.103, 0.112, 0.072],
  "charge": 1,
  "gap_ev": 1.67,
  "e_lumo_ha": -0.36927
}

---

3.
{
  "formula": "C13H48N10O11",
  "method": "ωB97M-V with the def2-TZVPD basis set",
  "symbols": ["N", "C", "N", "O", "H", "H", "H", "H", "N", "C", "N", "O", "H", "H", "H", "H", "N", "C", "N", "O", "H", "H", "H", "H", "N", "C", "N", "O", "H", "H", "H", "H", "N", "C", "N", "O", "H", "H", "H", "H", "C", "C", "O", "H", "H", "H", "H", "H", "H", "C", "C", "O", "H", "H", "H", "H", "H", "H", "C", "O", "H", "H", "H", "H", "C", "O", "H", "H", "H", "H", "C", "O", "H", "H", "H", "H", "C", "O", "H", "H", "H", "H"],
  "xyz": [[-0.999, -1.731, 3.121], [-2.170, -2.048, 3.633], [-3.088, -2.324, 2.733], [-2.414, -2.140, 5.011], [-0.870, -1.731, 2.066], [-0.238, -1.484, 3.711], [-4.078, -2.351, 3.027], [-3.056, -1.949, 1.776], [1.460, -1.029, -3.012], [2.625, -1.654, -3.095], [3.561, -0.858, -3.550], [2.796, -2.959, -2.733], [0.808, -1.583, -2.387], [1.391, 0.025, -2.948], [4.602, -1.069, -3.685], [3.374, -0.032, -4.133], [-0.307, -2.632, -1.700], [0.305, -2.934, -0.587], [1.394, -3.653, -0.632], [-0.152, -2.476, 0.617], [-1.169, -2.086, -1.778], [-0.098, -3.114, -2.663], [1.914, -3.748, 0.330], [2.039, -3.724, -1.485], [-1.806, -0.457, -3.418], [-2.998, -0.775, -3.460], [-3.242, -1.237, -4.650], [-3.917, -0.375, -2.522], [-1.361, 0.057, -2.565], [-1.043, -0.701, -4.220], [-4.220, -1.378, -5.104], [-2.585, -1.645, -5.353], [2.334, 2.653, -0.277], [2.587, 1.482, -0.816], [3.347, 1.518, -1.836], [2.308, 0.272, -0.224], [2.086, 2.676, 0.750], [2.697, 3.604, -0.611], [3.482, 0.704, -2.411], [3.320, 2.291, -2.468], [-0.864, 0.614, 1.076], [-0.533, 0.823, -0.419], [-1.839, 0.823, -0.899], [-0.001, 0.764, 1.667], [-1.427, -0.323, 1.296], [-1.530, 1.367, 1.469], [0.051, -0.003, -0.694], [0.015, 1.734, -0.632], [-2.314, 0.326, -0.250], [0.156, 3.940, 1.852], [1.510, 3.802, 2.582], [1.893, 2.454, 2.307], [-0.646, 3.290, 2.469], [0.158, 3.485, 0.913], [-0.148, 4.930, 1.902], [1.408, 3.962, 3.683], [2.254, 4.456, 2.169], [1.504, 1.760, 2.888], [0.263, 2.555, -3.344], [1.214, 1.602, -3.749], [0.380, 3.580, -3.719], [0.181, 2.625, -2.291], [-0.716, 2.227, -3.677], [1.223, 1.685, -4.637], [2.071, -1.153, 2.853], [1.314, -1.150, 4.011], [2.895, -1.863, 2.891], [2.464, -0.182, 2.913], [1.504, -1.257, 1.887], [1.955, -1.276, 4.743], [-0.674, 2.101, 4.885], [0.598, 1.595, 4.636], [-0.677, 3.167, 4.540], [-1.159, 1.887, 5.840], [-1.183, 1.453, 4.114], [0.736, 0.886, 5.251], [-3.451, -3.056, -0.386], [-3.408, -1.685, -0.090], [-3.842, -3.041, -1.367], [-4.148, -3.682, 0.242], [-2.413, -3.432, -0.468], [-3.392, -1.198, -0.911]],
  "lowdin_charge": [0.157, -0.595, 0.152, -0.193, 0.062, 0.037, 0.127, 0.062, 0.148, -0.574, 0.123, -0.112, 0.050, 0.081, 0.173, 0.118, 0.120, -0.608, 0.160, -0.113, 0.093, 0.190, 0.177, 0.078, 0.129, -0.688, 0.120, -0.085, 0.126, 0.189, 0.168, 0.127, 0.154, -0.637, 0.164, -0.084, 0.055, 0.160, 0.048, 0.104, -0.057, -0.282, -0.086, 0.047, 0.061, 0.078, 0.057, 0.070, 0.044, -0.059, -0.253, -0.149, 0.105, 0.027, 0.045, 0.119, 0.102, 0.075, -0.107, -0.104, 0.098, 0.048, 0.084, 0.039, -0.140, -0.156, 0.090, 0.053, 0.081, 0.127, -0.142, -0.146, 0.078, 0.092, 0.095, 0.075, -0.150, -0.160, 0.057, 0.107, 0.066, 0.006],
  "charge": 0,
  "gap_ev": 6.90,
  "e_lumo_ha": -0.02107,
  "smiles": "NC(N)=O.NC(N)=O.NC(N)=O.NC(N)=O.NC(N)=O.CCO.CCO.CO.CO.CO.CO"
}

---

4.
{
  "formula": "C13H48N12O11",
  "method": "ωB97M-V with the def2-TZVPD basis set",
  "symbols": ["N", "C", "N", "O", "H", "H", "H", "H", "N", "C", "N", "O", "H", "H", "H", "H", "N", "C", "N", "O", "H", "H", "H", "H", "N", "C", "N", "O", "H", "H", "H", "H", "N", "C", "N", "O", "H", "H", "H", "H", "N", "C", "N", "O", "H", "H", "H", "H", "C", "C", "O", "H", "H", "H", "H", "H", "H", "C", "C", "O", "H", "H", "H", "H", "H", "H", "C", "O", "H", "H", "H", "H", "C", "O", "H", "H", "H", "H", "C", "O", "H", "H", "H", "H"],
  "xyz": [[-1.548, -5.006, -0.343], [-1.959, -4.258, 0.640], [-2.353, -3.034, 0.301], [-1.888, -4.681, 1.960], [-1.294, -5.984, -0.074], [-1.509, -4.725, -1.353], [-2.879, -2.474, 0.942], [-2.025, -2.533, -0.574], [-0.406, -2.134, 2.777], [0.051, -1.945, 3.963], [0.798, -0.871, 4.096], [-0.366, -2.809, 4.991], [-0.977, -2.973, 2.608], [-0.186, -1.546, 2.047], [1.152, -0.686, 5.040], [1.378, -0.474, 3.338], [-2.399, -0.167, 2.643], [-2.119, 1.005, 3.169], [-0.950, 1.080, 3.733], [-2.922, 2.118, 2.972], [-3.296, -0.295, 2.235], [-1.755, -0.979, 2.708], [-0.719, 2.038, 4.125], [-0.199, 0.332, 3.856], [2.344, 2.401, -1.524], [1.635, 3.347, -2.054], [0.867, 2.949, -2.987], [1.627, 4.622, -1.548], [3.017, 2.745, -0.840], [2.575, 1.474, -1.897], [0.212, 3.606, -3.305], [0.895, 1.972, -3.362], [-1.579, -4.410, -2.963], [-1.848, -3.151, -2.835], [-0.993, -2.495, -2.134], [-3.006, -2.539, -3.300], [-2.241, -5.058, -3.369], [-0.635, -4.740, -2.820], [-1.027, -1.480, -2.469], [-0.120, -2.838, -1.737], [-0.901, -0.022, -3.264], [-0.293, 0.477, -4.315], [0.984, 0.585, -4.090], [-0.886, 0.611, -5.489], [-1.880, 0.047, -3.513], [-0.603, 0.442, -2.352], [1.593, 0.729, -4.921], [1.436, 0.244, -3.244], [-0.301, 4.060, 1.173], [0.969, 4.496, 1.898], [1.609, 3.360, 2.338], [-0.957, 3.448, 1.816], [-0.046, 3.504, 0.253], [-0.913, 4.967, 0.862], [0.710, 5.115, 2.719], [1.579, 4.841, 1.097], [2.528, 3.560, 2.488], [3.209, -1.393, 1.463], [3.166, 0.151, 1.479], [2.137, 0.567, 2.252], [3.265, -1.909, 2.430], [4.047, -1.700, 0.931], [2.420, -1.884, 0.936], [3.071, 0.537, 0.494], [4.046, 0.569, 1.925], [2.029, 1.486, 2.212], [-0.199, 0.152, 0.109], [-0.126, 0.949, -1.030], [-0.987, -0.495, -0.008], [-0.262, 0.902, 0.934], [0.705, -0.383, 0.219], [0.528, 1.617, -0.964], [2.214, -1.529, -2.047], [2.829, -0.310, -2.159], [2.688, -2.162, -1.304], [2.194, -2.133, -2.949], [1.243, -1.322, -1.663], [3.704, -0.332, -1.704], [-3.276, 2.017, -0.606], [-3.402, 3.058, 0.359], [-4.292, 1.746, -0.957], [-2.876, 1.120, -0.110], [-2.683, 2.226, -1.528], [-3.355, 2.621, 1.205]],
  "lowdin_charge": [0.152, -0.598, 0.159, -0.130, 0.148, 0.037, 0.096, 0.086, 0.164, -0.576, 0.125, -0.109, 0.099, 0.057, 0.156, 0.076, 0.171, -0.603, 0.163, -0.136, 0.106, 0.064, 0.152, 0.049, 0.153, -0.664, 0.199, -0.102, 0.130, 0.076, 0.124, 0.045, 0.142, -0.633, 0.113, -0.084, 0.154, 0.134, 0.085, 0.118, 0.132, -0.639, 0.137, -0.022, 0.135, 0.065, 0.178, 0.069, -0.062, -0.309, -0.092, 0.056, 0.054, 0.115, 0.109, 0.093, 0.091, -0.046, -0.295, -0.078, 0.096, 0.049, 0.045, 0.079, 0.121, 0.035, -0.106, -0.126, 0.044, 0.113, 0.048, 0.035, -0.164, -0.148, 0.088, 0.105, 0.039, 0.138, -0.163, -0.122, 0.079, 0.053, 0.075, -0.001],
  "charge": 0,
  "gap_ev": 8.31,
  "e_lumo_ha": -0.03188,
  "smiles": "NC(N)=O.NC(N)=O.NC(N)=O.NC(N)=O.NC(N)=O.NC(N)=O.CCO.CCO.CO.CO.CO"
}

---

| no. | HOMO level (eV) |
| --- | --- |
| 1 | -4.799 |
| 2 | -11.717 |
| 3 | -7.471 |
| 4 | -9.180 |